{"formula": "C36H68O20S7", "method": "ωB97M-V with the def2-TZVPD basis set", "largest_force_ev_per_a": 2.53, "de_lowest_ev": 0.7826, "gap_ev": 9.466, "smiles": "C[C@H]1COC(=O)O1.C[C@H]1COC(=O)O1.O=S1(=O)CCCC1.O=S1(=O)CCCC1.O=S1(=O)CCCC1.O=S1(=O)CCCC1.O=S1(=O)CCCC1.O=S1(=O)CCCC1.O=S1(=O)CCCC1", "spin_multiplicity": 1, "lumo_ev": -0.1, "elements": ["C", "C", "C", "O", "C", "O", "O", "H", "H", "H", "H", "H", "H", "C", "C", "C", "O", "C", "O", "O", "H", "H", "H", "H", "H", "H", "O", "S", "O", "C", "C", "C", "C", "H", "H", "H", "H", "H", "H", "H", "H", "O", "S", "O", "C", "C", "C", "C", "H", "H", "H", "H", "H", "H", "H", "H", "O", "S", "O", "C", "C", "C", "C", "H", "H", "H", "H", "H", "H", "H", "H", "O", "S", "O", "C", "C", "C", "C", "H", "H", "H", "H", "H", "H", "H", "H", "O", "S", "O", "C", "C", "C", "C", "H", "H", "H", "H", "H", "H", "H", "H", "O", "S", "O", "C", "C", "C", "C", "H", "H", "H", "H", "H", "H", "H", "H", "O", "S", "O", "C", "C", "C", "C", "H", "H", "H", "H", "H", "H", "H", "H"], "xyz": [[-0.497, 0.810, -4.694], [-0.098, -0.463, -5.390], [-1.015, -1.705, -5.466], [-0.911, -2.070, -6.848], [0.025, -1.316, -7.481], [0.555, -1.612, -8.491], [0.229, -0.177, -6.775], [-1.449, 1.207, -5.053], [0.268, 1.556, -4.930], [-0.487, 0.806, -3.605], [0.889, -0.733, -4.987], [-2.051, -1.494, -5.206], [-0.592, -2.462, -4.808], [-0.037, 1.580, 1.153], [0.180, 0.100, 1.038], [-0.032, -0.463, -0.390], [1.233, -1.041, -0.729], [2.111, -0.880, 0.293], [3.256, -1.192, 0.231], [1.553, -0.212, 1.305], [-1.099, 1.809, 1.251], [0.335, 2.053, 0.242], [0.412, 2.044, 2.033], [-0.501, -0.463, 1.674], [-0.262, 0.352, -1.067], [-0.821, -1.205, -0.378], [7.747, 1.079, -0.175], [7.041, 1.484, 1.015], [7.463, 0.935, 2.279], [6.975, 3.289, 1.152], [5.504, 3.702, 1.244], [4.655, 2.456, 1.610], [5.277, 1.279, 0.871], [7.432, 3.669, 0.239], [7.588, 3.607, 1.992], [5.319, 4.409, 2.044], [5.148, 3.989, 0.258], [3.616, 2.541, 1.291], [4.586, 2.182, 2.665], [4.991, 1.345, -0.184], [5.073, 0.249, 1.157], [2.953, 5.467, 1.932], [1.699, 5.264, 2.614], [1.523, 4.271, 3.637], [1.173, 6.825, 3.263], [0.702, 7.661, 2.086], [-0.042, 6.691, 1.101], [0.258, 5.223, 1.475], [2.000, 7.279, 3.813], [0.378, 6.652, 3.990], [0.033, 8.450, 2.408], [1.609, 7.950, 1.559], [0.417, 6.857, 0.127], [-1.110, 6.878, 1.042], [0.449, 4.588, 0.621], [-0.540, 4.945, 2.161], [9.479, -3.318, 2.557], [8.653, -3.952, 1.569], [8.651, -5.385, 1.375], [6.925, -3.433, 1.699], [6.605, -2.374, 0.641], [7.561, -2.635, -0.541], [8.912, -3.096, -0.019], [6.705, -3.331, 2.761], [6.356, -4.320, 1.404], [5.579, -2.579, 0.349], [6.756, -1.382, 1.052], [7.768, -1.672, -1.011], [7.169, -3.302, -1.306], [9.461, -2.234, 0.369], [9.562, -3.677, -0.664], [-2.789, -4.293, 2.274], [-1.423, -4.044, 1.880], [-0.807, -2.742, 1.963], [-0.265, -5.141, 2.734], [0.052, -6.190, 1.684], [0.209, -5.398, 0.374], [-1.193, -4.798, 0.275], [-0.790, -5.594, 3.575], [0.532, -4.498, 3.094], [0.931, -6.779, 1.953], [-0.742, -6.934, 1.612], [0.495, -6.055, -0.445], [0.978, -4.629, 0.451], [-1.867, -5.621, 0.034], [-1.407, -4.094, -0.535], [-5.768, -0.495, -2.562], [-4.649, -1.393, -2.658], [-3.600, -1.214, -3.636], [-3.926, -1.707, -1.006], [-4.471, -3.065, -0.610], [-4.455, -3.878, -1.884], [-5.266, -3.076, -2.907], [-4.160, -0.761, -0.514], [-2.876, -1.609, -1.284], [-3.909, -3.465, 0.247], [-5.428, -2.876, -0.111], [-4.853, -4.886, -1.769], [-3.452, -4.008, -2.308], [-6.286, -3.124, -2.522], [-5.205, -3.406, -3.937], [-2.296, 3.597, -1.873], [-3.259, 2.538, -2.043], [-2.864, 1.191, -1.662], [-4.741, 2.818, -1.076], [-5.759, 3.369, -2.084], [-5.465, 2.810, -3.482], [-3.980, 2.539, -3.689], [-4.496, 3.480, -0.248], [-5.124, 1.891, -0.653], [-6.778, 3.213, -1.748], [-5.552, 4.446, -2.128], [-6.008, 3.331, -4.268], [-5.953, 1.828, -3.559], [-3.485, 3.388, -4.167], [-3.686, 1.601, -4.149], [-3.528, 1.785, 2.357], [-4.423, 0.662, 2.431], [-5.335, 0.364, 1.346], [-3.610, -0.868, 2.873], [-4.581, -1.603, 3.785], [-5.866, -0.782, 4.010], [-5.421, 0.682, 3.903], [-2.660, -0.491, 3.268], [-3.252, -1.366, 1.971], [-4.564, -2.663, 3.526], [-4.134, -1.689, 4.787], [-6.385, -1.048, 4.925], [-6.577, -0.950, 3.195], [-4.852, 0.951, 4.793], [-6.231, 1.393, 3.751]]}